43
Properties=species:S:1:pos:R:3:lowdin_charge:R:1 method="wB97M-V/def2-TZVPD" charge=0 homo_ha=-0.3523 relative_energy_kj_mol=48.7 orbital_gap_ev=9.134 total_energy_ha=-1199.1232
Ne 0.140 -0.021 -0.392 0.052
O 0.051 -2.668 -2.165 -0.049
H -0.706 -2.599 -1.584 -0.003
H 0.795 -2.406 -1.622 -0.019
O 1.890 -1.811 2.124 -0.057
H 0.991 -1.815 2.453 -0.010
H 2.121 -0.884 2.068 -0.024
O -1.131 3.601 -1.408 -0.037
H -1.154 2.846 -1.996 -0.011
H -1.520 4.313 -1.916 0.050
O -2.357 -2.635 -0.192 -0.033
H -2.948 -2.241 -0.833 0.048
H -2.922 -2.868 0.545 0.035
O -1.593 3.388 1.399 -0.047
H -1.384 4.275 1.693 0.047
H -1.346 3.377 0.474 -0.011
O -0.304 1.264 2.942 -0.040
H -0.988 0.608 3.079 -0.003
H -0.604 1.768 2.185 0.011
O 0.629 -0.621 -4.249 -0.052
H 0.406 -1.424 -3.779 0.007
H -0.105 -0.032 -4.080 -0.007
O 2.361 0.786 2.025 -0.033
H 1.532 1.008 2.449 0.019
H 3.027 1.214 2.563 0.085
O 2.362 0.087 -2.086 -0.062
H 2.432 -0.707 -1.556 -0.021
H 1.970 -0.208 -2.908 -0.006
O -2.752 -0.211 2.753 -0.051
H -2.154 -0.958 2.734 -0.037
H -3.607 -0.582 2.536 0.042
O 2.184 2.416 -0.319 -0.073
H 1.869 1.864 -1.035 -0.017
H 2.222 1.831 0.437 -0.033
O -0.797 -2.000 2.942 -0.016
H -0.981 -2.256 3.846 0.091
H -0.970 -2.790 2.429 0.077
O -1.194 1.378 -3.164 -0.022
H -1.009 1.781 -4.012 0.072
H -2.141 1.242 -3.163 0.071
O 2.340 -2.297 -0.695 -0.037
H 2.296 -2.072 0.235 0.021
H 3.047 -2.939 -0.753 0.082